112
Properties=species:S:1:pos:R:3:forces:R:3:mulliken_charge:R:1 method="wB97M-V/def2-TZVPD" homo_energy_ev=-1.61 e_above_lowest_kcal_mol=18.9 charge=-2 lumo_ev=3.628 e_tot_ev=-186324.6504 orbital_gap_ev=5.24
Cs -0.98964 -1.30907 -0.30852 0.9 1.0 0.5 1.410
C 0.45666 2.14953 3.59618 0.2 -0.1 0.0 -0.744
C -0.23934 0.84243 3.92898 0.4 -0.5 -0.3 -0.560
Ge 0.79566 -0.80567 3.40748 -0.4 0.2 0.8 0.402
C -0.37684 -2.32777 4.02288 0.4 0.5 -0.4 -0.491
C 0.21096 -3.69777 3.75438 0.1 0.0 0.0 -0.780
C 2.52046 -0.82957 4.40778 -0.2 -0.1 -0.5 -0.235
C 3.53286 -0.80887 3.51578 -1.1 0.0 -0.4 -0.303
Ge 2.62516 -0.75897 1.69938 0.2 0.3 -0.2 -0.407
C 3.15476 -2.22107 0.42028 -0.2 0.4 0.5 -0.382
C 3.07896 -3.60997 1.02038 0.0 -0.1 0.1 -1.033
C 2.91376 0.95933 0.67508 -0.2 -0.5 0.4 0.454
C 4.36736 1.30363 0.39188 0.0 -0.1 0.1 -1.525
C 4.95066 -0.81167 3.82458 1.1 0.0 0.2 0.627
C 5.89126 -0.95497 2.79748 -0.4 0.0 0.1 0.260
C 7.24636 -0.95647 3.05358 0.5 0.0 0.1 -0.882
C 7.71576 -0.82237 4.35308 0.0 0.0 -0.1 -0.414
C 6.80276 -0.67467 5.38758 0.2 0.0 0.1 -0.667
C 5.44786 -0.66717 5.13008 -0.3 0.0 -0.2 -0.503
H 0.05646 2.96343 4.20198 0.0 0.1 -0.1 0.448
H 0.28406 2.39363 2.54818 0.1 0.2 0.0 -0.251
H 1.53126 2.07973 3.77608 0.1 0.1 0.1 0.245
H -1.21604 0.81223 3.44588 -0.1 0.0 0.0 0.235
H -0.40324 0.75523 5.00708 0.0 -0.2 0.0 0.509
H -1.35464 -2.23127 3.55268 -0.1 0.1 0.0 0.247
H -0.51594 -2.17327 5.09678 0.0 0.2 0.0 0.533
H 0.13616 -3.92977 2.69608 0.1 -0.1 -0.1 -0.116
H -0.31444 -4.47187 4.31438 0.0 -0.1 0.0 0.420
H 1.26356 -3.71967 4.03518 0.1 -0.2 0.1 0.231
H 2.67256 -0.85647 5.48328 0.1 0.0 0.1 0.234
H 4.17226 -2.00867 0.08498 0.0 0.2 0.0 0.522
H 2.50796 -2.15147 -0.45412 -0.1 0.1 -0.1 0.360
H 3.56826 -3.63437 1.99378 0.1 -0.1 0.1 0.254
H 3.55696 -4.34547 0.37328 0.0 -0.1 0.0 0.412
H 2.04066 -3.90117 1.14728 -0.1 -0.1 0.1 -0.044
H 2.44666 1.77783 1.21998 -0.2 0.0 0.0 0.404
H 2.37916 0.84573 -0.26852 -0.2 0.0 0.0 -0.469
H 4.91236 1.46173 1.32048 0.1 0.1 0.1 0.424
H 4.43826 2.21193 -0.20812 0.0 0.1 0.0 0.387
H 4.86186 0.50373 -0.15772 0.1 -0.1 -0.1 0.322
H 5.53466 -1.06687 1.78238 0.0 0.0 -0.1 0.241
H 7.95446 -1.05887 2.24048 0.0 0.0 0.0 0.370
H 8.77816 -0.82947 4.55828 0.0 0.0 0.0 0.367
H 7.16016 -0.56067 6.40438 0.0 0.0 0.0 0.364
H 4.75376 -0.54067 5.94788 -0.1 0.0 0.1 0.318
C -2.89804 -2.43127 -5.48002 0.2 0.0 -0.1 -1.519
C -1.37104 -2.43717 -5.33422 -0.2 -0.1 0.1 0.287
C -0.97154 -3.28317 -4.12542 0.0 0.0 -0.2 -1.451
C -0.71564 -1.06537 -5.32132 0.1 0.0 0.0 0.698
C -0.07184 -0.67577 -6.48862 0.0 0.1 -0.2 -0.724
C 0.64726 0.50183 -6.57262 0.1 0.0 -0.1 -1.396
C 0.80006 1.27673 -5.43742 0.0 -0.1 -0.2 -0.212
C 0.18696 0.92503 -4.24702 -0.1 -0.1 0.2 -0.151
C 0.38466 1.79673 -3.03182 0.1 0.1 0.0 1.165
C -0.42894 3.08773 -3.12982 0.0 -0.2 0.2 -1.350
C 1.86136 2.13293 -2.80712 -0.2 -0.1 0.0 -1.861
C -0.64304 -0.21497 -4.19402 0.3 0.3 -0.9 -0.111
N -1.37654 -0.46797 -3.04552 -0.5 -0.1 0.4 0.683
C -2.66354 -0.38027 -3.14412 0.6 0.3 -0.7 -0.530
C -3.67964 -0.64037 -2.20672 -1.1 -0.1 0.2 0.152
C -5.03984 -0.68407 -2.60052 0.4 0.1 -0.3 -1.551
C -5.77204 -0.90347 -1.45432 -0.3 0.0 0.2 -0.670
C -4.83514 -0.96037 -0.39932 -0.2 0.0 -0.1 -0.742
N -3.58744 -0.82577 -0.85112 -0.6 0.1 0.1 0.187
C -5.15144 -1.04877 1.07888 0.0 0.0 0.2 2.816
C -4.56254 0.18263 1.78038 -0.1 -0.2 -0.1 -1.650
C -4.56574 -2.32217 1.70458 -0.1 0.2 -0.2 -1.561
C -6.67204 -1.05267 1.28918 0.3 0.0 -0.1 -2.393
H -3.23154 -3.43007 -5.76242 -0.1 -0.1 0.0 0.506
H -3.22064 -1.73277 -6.25212 0.0 0.1 0.0 0.281
H -3.38024 -2.16747 -4.54342 -0.1 -0.1 0.0 0.282
H -0.98034 -2.94457 -6.23052 0.0 0.2 0.2 0.549
H -1.40604 -2.88047 -3.21492 0.0 -0.1 0.1 0.090
H 0.11256 -3.30447 -4.01602 0.0 -0.1 0.1 0.337
H -1.33234 -4.30257 -4.25882 0.0 -0.1 0.1 0.478
H -0.15214 -1.30887 -7.36652 0.0 -0.1 0.0 0.352
H 1.10066 0.80043 -7.51092 0.0 0.0 0.0 0.347
H 1.39796 2.17803 -5.48752 0.0 0.0 0.0 0.318
H 0.02216 1.24373 -2.16242 0.0 0.1 0.0 0.100
H -0.16834 3.66313 -4.01842 0.1 0.0 -0.2 0.289
H -0.23314 3.69903 -2.25372 -0.1 0.1 0.2 0.286
H -1.49064 2.85843 -3.15772 -0.2 0.1 0.0 0.326
H 2.23846 2.78653 -3.59182 0.1 0.1 -0.1 0.424
H 2.47856 1.23323 -2.79092 0.0 0.0 0.0 0.412
H 1.96236 2.65463 -1.85782 0.1 0.1 0.1 0.434
H -3.07934 -0.04297 -4.10712 0.1 -0.1 0.1 0.382
H -5.41884 -0.59097 -3.60852 0.0 0.1 -0.1 0.452
H -6.84684 -0.98287 -1.39182 0.0 0.0 0.1 0.489
H -3.48044 0.20053 1.67418 0.1 0.1 0.0 0.336
H -4.81804 0.18233 2.84148 0.0 0.0 0.1 0.428
H -4.95164 1.09203 1.32708 0.0 0.1 0.0 0.394
H -3.47924 -2.29837 1.66828 0.1 -0.1 0.0 0.203
H -4.90704 -3.20587 1.16648 0.0 -0.1 0.0 0.373
H -4.87704 -2.41227 2.74778 0.0 0.0 0.1 0.428
H -7.11794 -0.18357 0.81018 -0.1 0.1 0.0 0.442
H -6.91134 -1.01747 2.35278 0.0 0.0 0.1 0.437
H -7.11824 -1.95197 0.86638 -0.1 -0.1 -0.1 0.417
S -1.23064 3.18073 0.67728 -0.2 -1.0 -0.2 -0.204
C -0.99314 4.87123 0.59108 0.0 0.0 0.0 0.050
C -0.22884 5.56033 1.54918 0.0 0.0 0.0 -0.298
C -0.06904 6.92563 1.48678 0.1 0.3 0.1 -0.505
C -0.62764 7.65353 0.44528 0.1 0.3 0.0 -0.420
C -1.36604 6.98743 -0.52392 0.0 0.3 -0.1 -0.482
C -1.56664 5.62883 -0.44472 0.0 0.0 0.0 -0.519
H 0.23256 4.99323 2.34498 0.0 -0.1 0.1 0.240
H 0.49296 7.44073 2.26078 0.1 0.0 0.0 0.329
H -0.48374 8.72423 0.38578 0.0 0.1 0.0 0.328
H -1.78764 7.54843 -1.35132 -0.1 0.0 0.0 0.321
H -2.17294 5.11543 -1.17842 0.0 -0.1 -0.1 0.347
S -0.52004 -6.54657 0.13348 -0.2 -1.5 -0.1 -0.587
C -0.35774 -4.95447 0.22918 0.1 1.0 0.1 0.032
N -0.21764 -3.79747 0.32128 0.3 -0.6 0.2 -0.535

---

116
Properties=species:S:1:pos:R:3:forces:R:3:mulliken_spin:R:1 method="wB97M-V/def2-TZVPD" homo_energy_ev="-6.60 / -6.63" multiplicity=2 e_above_lowest_kcal_mol=34.2 lumo_ev="0.200 / 0.165" e_tot_ev=-110265.2946 orbital_gap_ev="6.80 / 6.79"
Ti -0.36590 0.10474 -0.79628 0.5 0.0 0.4 0.847
C 0.29068 -3.69511 3.38274 0.0 0.0 0.0 -0.001
C 1.42068 -2.76991 2.92859 0.1 -0.1 0.0 0.007
C 1.41900 -1.53492 3.81531 0.0 0.1 0.1 0.001
P 1.24089 -2.31978 1.12340 -0.2 0.3 -0.2 0.021
C 1.92558 -3.87708 0.34768 0.0 -0.1 0.1 0.007
C 2.65872 -3.62872 -0.96195 0.1 0.0 -0.1 0.002
C 0.76183 -4.82795 0.04416 0.0 -0.1 0.0 0.000
C 2.61341 -1.10281 0.99798 0.2 -0.1 0.0 -0.025
C 3.91971 -1.54061 1.21160 0.0 0.0 0.0 0.005
C 5.00153 -0.69135 1.38712 -0.1 0.0 0.0 -0.002
C 6.39538 -1.21167 1.59992 0.1 0.0 0.0 0.000
C 4.71298 0.66795 1.40722 0.0 0.0 0.0 0.002
C 3.43286 1.14594 1.19019 0.1 0.0 0.1 -0.002
C 2.34491 0.29155 0.91902 -0.2 0.0 0.1 0.038
N 1.04412 0.71638 0.67237 -0.1 0.0 -0.2 0.005
C 0.56734 2.03119 0.80391 0.0 -0.1 0.0 -0.041
C 1.25642 3.21420 0.48491 0.0 0.0 -0.2 0.009
C 0.62091 4.43826 0.44812 0.1 0.0 -0.1 -0.003
C -0.73946 4.57991 0.70034 0.0 -0.1 0.0 0.004
C -1.43359 5.90550 0.57012 0.0 0.1 0.0 0.000
C -1.42521 3.43170 1.05096 0.0 0.0 0.0 0.009
C -0.81074 2.17846 1.13290 0.0 0.0 0.1 0.026
P -1.62017 0.77609 2.00368 0.1 -0.1 -0.1 0.012
C -1.22949 1.29355 3.77223 0.0 0.0 0.1 0.000
C 0.19642 1.83969 3.88946 0.0 0.0 0.1 0.000
C -2.18545 2.31327 4.38518 0.0 0.1 0.1 0.000
C -3.43249 1.12892 1.89211 -0.1 0.1 0.1 -0.023
C -4.15111 0.03394 2.68390 0.0 -0.1 0.0 -0.001
C -3.94059 1.14723 0.45415 0.0 0.0 -0.1 0.044
H 0.36372 -3.87534 4.45825 0.0 0.0 0.0 0.000
H -0.67954 -3.23066 3.18656 0.0 0.0 0.0 0.000
H 0.30369 -4.66617 2.89216 0.0 0.0 0.0 0.000
H 2.37915 -3.29211 3.04508 0.0 0.0 0.0 -0.001
H 0.45174 -1.03374 3.75331 0.0 0.1 0.0 0.000
H 1.57160 -1.82662 4.85777 0.0 0.0 0.0 0.000
H 2.19205 -0.81558 3.54553 0.0 0.0 0.0 0.000
H 2.60886 -4.35785 1.05862 0.0 0.0 0.0 0.000
H 1.98458 -3.12486 -1.65049 -0.1 0.0 0.0 0.001
H 3.55390 -3.02051 -0.84345 0.0 0.0 0.0 0.000
H 2.94981 -4.58252 -1.41184 0.0 0.0 0.0 0.000
H 0.06486 -4.35675 -0.65258 0.0 0.0 0.0 0.000
H 1.13448 -5.74608 -0.41854 0.0 0.0 0.0 0.000
H 0.18828 -5.11367 0.92248 0.0 0.0 0.1 0.000
H 4.09684 -2.61014 1.28516 0.0 0.0 0.0 0.000
H 6.39961 -2.30009 1.66557 0.0 0.0 0.0 0.000
H 7.06058 -0.92934 0.78056 0.0 0.0 0.0 0.000
H 6.83406 -0.82288 2.52077 0.0 0.0 0.0 0.000
H 5.50295 1.38365 1.61035 0.0 0.0 0.0 0.000
H 3.28152 2.20709 1.28282 0.0 0.0 0.0 0.000
H 2.27953 3.18452 0.15280 0.0 0.0 0.0 0.001
H 1.19691 5.30644 0.14813 0.0 0.0 0.0 0.000
H -0.71486 6.71004 0.41520 0.0 0.0 0.0 0.000
H -2.12006 5.90825 -0.27947 0.0 0.0 0.0 0.000
H -2.01566 6.14587 1.46194 0.0 0.0 0.0 0.000
H -2.48079 3.51003 1.28803 0.0 0.0 0.0 0.001
H -1.29535 0.36336 4.34679 0.0 0.0 0.0 0.000
H 0.22966 2.87156 3.53370 0.0 0.0 0.0 0.000
H 0.50498 1.83524 4.93755 0.0 0.0 0.0 0.000
H 0.92846 1.27521 3.31731 0.0 -0.1 0.0 0.000
H -2.22542 3.22342 3.78139 0.0 0.0 0.0 0.000
H -3.20183 1.93887 4.50606 0.0 0.0 0.0 0.000
H -1.82134 2.60148 5.37493 0.0 0.0 0.0 0.000
H -3.65988 2.09502 2.35212 0.0 0.0 0.0 -0.001
H -3.94401 -0.94560 2.24632 0.0 0.0 0.0 0.000
H -3.84222 -0.00034 3.73044 0.0 0.0 0.0 0.000
H -5.23252 0.18804 2.66309 0.0 0.0 0.0 0.000
H -3.87099 0.16129 -0.00509 0.0 0.0 0.0 -0.001
H -4.99274 1.44207 0.43822 0.0 0.0 0.0 0.000
H -3.38985 1.84777 -0.17467 0.0 0.0 0.0 -0.004
C 2.48662 3.16093 -2.79429 -0.1 0.1 -0.1 0.003
O 1.49749 4.14696 -2.55629 0.0 0.0 0.3 -0.001
C 0.18949 3.85493 -2.83359 -0.2 0.0 -0.2 -0.011
C -0.53272 4.88947 -3.40887 0.1 0.0 0.0 0.011
C -1.86532 4.74950 -3.77190 0.0 0.0 0.0 -0.005
C -2.47892 3.52843 -3.58567 0.1 0.1 0.0 0.013
C -1.78478 2.48014 -2.97874 -0.2 -0.3 0.0 -0.006
C -2.46420 1.19450 -2.86940 0.3 0.1 0.1 0.057
N -2.01777 0.20640 -2.19015 -0.7 -0.2 -0.4 -0.007
N -2.82617 -0.95288 -2.25190 0.3 0.4 0.1 0.016
C -2.48574 -1.70551 -1.25198 -0.2 -0.4 0.3 0.012
O -1.56767 -1.40362 -0.38888 0.0 0.2 -0.2 -0.052
C -3.21001 -2.98377 -0.99818 0.1 0.2 -0.1 0.000
C -2.90375 -3.69796 0.15740 -0.1 0.0 -0.1 -0.003
C -3.56690 -4.88562 0.43209 0.0 0.0 0.0 0.001
C -4.52892 -5.36068 -0.44724 0.0 0.0 0.0 -0.001
C -4.82955 -4.65060 -1.60299 0.0 0.0 0.0 0.001
C -4.17477 -3.46191 -1.87946 0.0 0.0 0.0 0.000
C -0.45576 2.63245 -2.52891 0.2 -0.1 0.1 0.014
O 0.17188 1.65617 -1.89215 -0.1 0.1 -0.1 -0.006
H 3.44200 3.64832 -2.60664 0.0 0.0 0.0 0.000
H 2.45528 2.83406 -3.83984 0.0 0.0 0.0 0.000
H 2.36754 2.30663 -2.13317 0.0 0.0 0.0 -0.002
H -0.00194 5.81772 -3.58061 0.0 0.0 0.0 0.000
H -2.39566 5.57554 -4.22469 0.0 0.0 0.0 0.000
H -3.50034 3.36691 -3.90775 0.0 0.0 0.0 0.000
H -3.40254 1.06714 -3.40762 0.0 0.0 0.0 -0.006
H -2.14240 -3.30929 0.82045 0.0 0.0 0.0 0.001
H -3.33158 -5.43977 1.33183 0.0 0.0 0.0 0.000
H -5.04630 -6.28779 -0.23517 0.0 0.0 0.0 0.000
H -5.58016 -5.02523 -2.28703 0.0 0.0 0.0 0.000
H -4.40069 -2.89418 -2.77182 0.0 0.0 0.0 -0.001
C 0.92123 0.24653 -4.57041 0.0 0.0 -0.1 0.002
P 1.51430 -0.93207 -3.35858 -0.2 0.0 0.1 0.007
C 1.69719 -2.46079 -4.28887 0.0 0.0 0.0 0.000
C 3.14296 -0.43173 -2.80930 0.1 0.0 0.0 -0.001
O 0.57835 -1.14858 -2.19000 0.1 0.1 0.0 0.026
H 1.63444 0.30544 -5.39440 0.0 0.0 0.0 0.000
H 0.77658 1.23034 -4.13637 0.0 0.0 0.0 0.001
H -0.03472 -0.11257 -4.95647 0.0 0.0 0.0 -0.001
H 2.08186 -2.25270 -5.28725 0.0 0.0 0.0 0.000
H 0.71366 -2.92391 -4.37373 0.0 0.0 0.0 -0.001
H 2.36741 -3.15314 -3.78427 0.0 0.0 0.0 0.000
H 3.79058 -0.18614 -3.65139 0.0 0.0 0.0 0.000
H 3.57732 -1.25115 -2.23707 0.0 0.0 0.0 0.001
H 3.05916 0.42617 -2.14269 0.0 0.0 0.0 0.000